This record from the Open Molecules 2025 dataset describes 2 unconnected molecules or ions with the total composition C10H18NO2. The level of theory is wB97M-V/def2-TZVPD.

## Properties
* E_HOMO: -12.33 eV
* lowest unoccupied orbital energy: -4.9 eV

```
! wB97M-V def2-TZVPD RIJCOSX def2/J DEFGRID3
* xyz 1 1
C -0.52 1.55 1.95
C -0.60 2.39 0.54
C -0.35 1.48 -0.76
C 1.18 1.27 -1.16
C 2.41 1.75 -0.35
C 3.84 1.39 -0.92
C 3.96 0.62 -2.25
N 2.78 0.22 -2.97
C 1.45 0.50 -2.51
H -1.31 2.03 2.63
H -0.80 0.45 1.80
H 0.50 1.67 2.45
H -1.70 2.75 0.47
H 0.05 3.33 0.58
H -0.78 0.42 -0.54
H -0.98 1.87 -1.65
H 2.28 2.34 0.62
H 4.75 1.73 -0.30
H 4.97 0.36 -2.70
H 2.87 -0.31 -3.85
H 0.55 0.16 -3.15
C -2.98 -3.43 1.54
C -2.67 -2.21 0.68
O -1.26 -2.01 0.63
O -2.44 -3.25 2.85
H -4.05 -3.59 1.63
H -2.51 -4.32 1.12
H -3.11 -1.31 1.12
H -3.06 -2.33 -0.33
H -0.88 -2.73 0.10
H -1.58 -2.80 2.72
*
```

---

This record from the Open Molecules 2025 dataset describes 2 unconnected molecules or ions with the total composition C10H18NS. The level of theory is wB97M-V/def2-TZVPD.

## Properties
* E_HOMO (spin up / spin down): -11.22 / -12.03 eV
* lowest unoccupied orbital energy (spin up / spin down): -3.0 / -8.3 eV

```
! wB97M-V def2-TZVPD RIJCOSX def2/J DEFGRID3
* xyz 1 3
C 0.64 3.79 -2.95
C -0.36 3.75 -2.00
C 1.66 2.90 -2.69
C -0.11 2.81 -0.98
C 0.56 -4.01 0.52
C 1.82 -1.86 0.91
C -2.20 3.12 0.35
C -0.48 1.36 0.98
C 0.70 -2.53 0.12
C -0.90 2.46 0.10
N -0.54 -1.80 0.33
S 1.43 2.00 -1.29
H 0.64 4.44 -3.81
H -1.24 4.36 -2.03
H 2.55 2.74 -3.29
H -0.28 -4.47 0.00
H 1.46 -4.55 0.26
H 0.39 -4.09 1.59
H 1.57 -1.81 1.97
H 2.00 -0.85 0.54
H 2.74 -2.43 0.81
H -2.97 2.62 -0.25
H -2.49 3.03 1.39
H -2.20 4.16 0.06
H -0.61 0.37 0.50
H 0.58 1.42 1.21
H -1.06 1.34 1.91
H 0.93 -2.47 -0.95
H -1.27 -2.13 -0.29
H -0.85 -1.93 1.29
*
```

---

This record from the Open Molecules 2025 dataset describes 2 unconnected molecules or ions with the total composition C10H18OS. The level of theory is wB97M-V/def2-TZVPD.

## Properties
* E_HOMO (spin up / spin down): -7.63 / -7.62 eV
* lowest unoccupied orbital energy (spin up / spin down): -0.5 / -0.5 eV

```
! wB97M-V def2-TZVPD RIJCOSX def2/J DEFGRID3
* xyz 0 1
C 0.42 2.12 0.87
C 1.71 -1.70 -0.94
C 0.77 0.99 0.23
C 0.44 -1.29 -0.77
C 1.28 3.32 0.96
C 2.05 -2.78 -1.97
C -2.28 -1.26 0.50
C -2.18 0.46 -1.22
C -1.52 0.05 0.15
C -0.05 -0.16 0.03
O 0.21 0.64 3.07
S 0.24 -0.90 2.47
H -0.53 2.48 1.16
H 2.52 -1.39 -0.39
H 1.85 1.10 -0.01
H -0.27 -1.81 -1.29
H 0.96 3.88 1.79
H 1.10 3.94 -0.02
H 2.37 2.87 1.11
H 2.62 -2.32 -2.86
H 2.41 -3.60 -1.40
H 1.15 -3.19 -2.34
H -2.73 -1.92 -0.29
H -3.14 -1.19 1.18
H -1.65 -1.81 1.12
H -1.69 1.39 -1.50
H -2.02 -0.20 -1.99
H -3.32 0.55 -1.31
H -1.84 0.83 0.73
H 1.13 0.92 2.93
*
```

---

This record from the Open Molecules 2025 dataset describes a molecular structure, C10H18OSi. The level of theory is wB97M-V/def2-TZVPD.

## Properties
* E_HOMO: -9.09 eV
* lowest unoccupied orbital energy: 0.7 eV

```
! wB97M-V def2-TZVPD RIJCOSX def2/J DEFGRID3
* xyz 0 1
C -2.94 1.63 0.01
C -1.61 1.50 0.05
C -3.81 0.47 0.07
C -3.44 -0.98 -0.44
C -1.23 -0.87 1.03
C -1.91 -1.14 -0.27
C -1.13 0.12 -0.07
C 3.02 1.06 -1.84
C 2.74 -1.56 -0.24
C 2.20 1.24 1.26
O 0.50 0.00 -0.83
Si 2.04 0.20 -0.40
H -3.20 2.70 -0.22
H -1.00 2.39 -0.12
H -4.10 0.45 1.20
H -4.83 0.76 -0.41
H -4.09 -1.77 -0.10
H -3.64 -0.98 -1.58
H -1.86 -0.65 1.81
H -0.29 -1.30 1.34
H -1.48 -1.95 -0.88
H 3.53 1.89 -1.38
H 3.83 0.43 -2.07
H 2.25 1.21 -2.71
H 3.48 -1.73 0.58
H 1.94 -2.25 -0.19
H 3.37 -1.71 -1.10
H 1.41 1.88 1.50
H 2.39 0.62 2.11
H 3.05 1.98 1.20
*
```

---

Let's list electronic energy in order: -596.67495 -844.40921 -865.06966 -756.47141 a.u..
Let's list ΔE to the lowest compared entry with this formula, charge and spin in order: 301.5 0.0 461.3 286.9 kJ/mol.